[1]
Entry from the Open Molecules 2025 dataset: a cluster of 2 separate species, C23H30NO2S in total in a non-equilibrium geometry (wB97M-V/def2-TZVPD).

```
57
Properties=species:S:1:pos:R:3:forces:R:3:lowdin_charge:R:1
C -4.8044 -1.9093 2.1271 -0.1 1.0 0.1 -0.050
O -4.4858 -0.4930 2.1673 0.9 -0.5 -0.2 -0.080
C -3.1590 -0.2002 2.1000 0.5 -0.4 0.6 -0.255
C -2.7986 1.1589 1.9090 -0.8 -1.2 -0.1 0.017
C -1.4769 1.4995 1.7376 -0.3 -0.3 0.4 -0.016
C -0.4973 0.4999 1.8632 0.1 0.1 0.2 -0.188
C 0.8858 0.9341 1.5888 0.9 0.6 -2.3 -0.401
C 1.9437 0.8184 2.6112 -0.5 0.8 0.2 -0.313
S 3.5516 0.2207 2.2101 -0.1 -0.9 -0.2 1.088
C 3.9817 -0.9322 3.5459 0.5 -0.2 -0.1 -0.218
C 3.5601 -0.9124 0.7508 0.3 0.2 0.3 -0.184
O 1.1154 1.4581 0.4708 -0.4 -1.1 1.8 0.027
C -0.8209 -0.8413 2.1331 0.0 0.8 0.2 -0.017
C -2.1611 -1.1943 2.2882 -0.1 0.2 -0.3 -0.011
H -5.8844 -1.8712 2.0678 -0.1 -0.5 0.0 0.095
H -4.3550 -2.3819 1.2437 -0.2 0.1 0.2 0.102
H -4.4698 -2.4072 3.0443 -0.2 0.1 -0.2 0.092
H -3.6347 1.8481 1.8575 0.3 0.2 -0.1 0.125
H -1.2205 2.5458 1.5557 0.2 -0.4 0.0 0.123
H 1.5671 0.5943 3.6365 0.6 -0.3 -0.9 0.108
H 5.0505 -0.7706 3.6852 -0.1 0.0 0.2 0.060
H 3.4468 -0.7567 4.4792 -0.1 0.3 -0.3 0.069
H 3.8533 -1.9658 3.2432 -0.3 -0.1 -0.1 0.057
H 4.6209 -0.9095 0.4686 -0.3 0.0 0.0 0.068
H 3.2544 -1.9306 0.9976 -0.2 0.3 0.2 0.063
H 2.9646 -0.5061 -0.0704 0.0 0.2 0.3 0.066
H -0.0240 -1.6008 2.2130 -0.5 0.5 0.0 0.122
H -2.3913 -2.2390 2.5392 0.0 0.7 -0.3 0.109
C 0.7706 5.8150 5.1545 -0.1 0.6 -0.5 -0.206
C 1.1521 4.4758 5.7565 0.3 0.3 -0.1 -0.175
C 1.0261 3.3424 4.7359 0.0 -0.2 -0.6 -0.134
N 1.7421 3.5562 3.4443 0.2 1.9 0.6 -0.070
C 2.7431 2.7491 3.0046 -0.3 0.3 1.9 -0.130
C 3.7020 3.2996 1.9588 -0.2 -0.1 -0.6 -0.228
C 4.6726 4.2620 2.2971 0.1 -0.5 0.7 -0.043
C 5.6904 4.6394 1.4281 -0.3 -0.5 -0.4 -0.064
C 5.6941 4.0666 0.1514 -0.4 0.7 -0.4 -0.070
C 4.6185 3.2661 -0.2749 0.9 0.3 0.0 -0.055
C 3.6376 2.8682 0.6310 0.3 -0.1 -0.2 -0.071
C 1.3850 4.9217 2.8574 -0.2 -1.0 -0.3 -0.105
C 1.5056 6.0954 3.8311 0.2 0.0 0.5 -0.173
H -0.3113 5.8569 4.9628 0.1 -0.2 0.0 0.118
H 0.9600 6.6462 5.8434 0.1 -0.3 0.0 0.117
H 2.1714 4.5231 6.1441 0.1 0.0 -0.1 0.117
H 0.5119 4.3051 6.6263 0.0 -0.4 -0.2 0.120
H 1.3809 2.4149 5.1661 0.0 -0.3 0.1 0.110
H -0.0366 3.2307 4.4867 0.1 -0.2 0.0 0.130
H 3.2552 2.1862 3.8484 -0.4 0.9 -0.9 0.133
H 4.7067 4.6746 3.2966 -0.2 0.0 0.2 0.114
H 6.4505 5.3703 1.7388 -0.4 -0.5 -0.2 0.118
H 6.4555 4.3882 -0.5654 -0.2 -0.3 0.2 0.110
H 4.5864 2.9733 -1.3372 -0.1 0.0 0.7 0.117
H 2.8323 2.2127 0.2970 0.2 0.3 0.2 0.077
H 2.0149 5.0895 1.9834 -0.2 -0.1 0.0 0.116
H 0.3283 4.8504 2.5416 0.4 0.0 0.0 0.126
H 1.0669 7.0053 3.3864 0.1 -0.5 -0.1 0.124
H 2.5607 6.3590 4.0189 -0.2 -0.3 0.0 0.114
```
Forces are in eV/Å.

Values from the calculation:
E: -40748.9076 eV
Net charge: +1
Multiplicity: 1

[2]
Entry from the Open Molecules 2025 dataset: a structure of composition C23H31BF3MnN3O2SSe2 (wB97M-V/def2-TZVPD).

```
67
Properties=species:S:1:pos:R:3:forces:R:3:lowdin_spin:R:1
Mn -0.4489 0.5536 0.3476 -0.5 0.2 0.1 0.092
C -2.6193 3.1826 2.1474 0.0 0.0 0.0 0.005
Se -0.7569 2.6193 2.0374 0.0 0.0 -0.2 -0.001
C -0.1463 3.9813 0.7798 0.1 -0.1 0.1 0.000
C -0.9197 4.0134 -0.5177 -0.1 -0.1 0.0 -0.001
Se -1.0100 2.2437 -1.3734 -0.2 0.0 -0.1 0.005
C -2.9474 1.9613 -1.3354 0.1 0.0 0.0 0.017
H -2.6648 4.1808 2.5783 0.0 0.0 0.0 0.000
H -3.1169 2.4834 2.8163 0.0 0.0 0.0 0.000
H -3.1168 3.1723 1.1818 0.0 0.0 0.0 0.000
H 0.8938 3.7068 0.6024 0.0 0.0 0.0 0.000
H -0.1731 4.9552 1.2696 0.0 0.0 0.0 0.000
H -0.4369 4.6789 -1.2322 0.0 0.0 0.0 0.000
H -1.9463 4.3524 -0.3812 0.0 0.0 0.0 0.000
H -3.4554 2.8469 -1.7103 0.0 0.0 0.0 0.002
H -3.2843 1.7046 -0.3337 0.0 0.0 0.0 0.002
H -3.1403 1.1223 -2.0004 0.0 0.0 0.0 0.000
N -2.6162 -2.7163 1.8921 0.0 -0.1 -0.2 0.052
C -2.1286 -2.9670 3.1859 0.0 0.1 0.1 0.006
C -2.0399 -4.2490 3.7128 0.0 0.1 -0.1 0.005
C -1.5749 -4.4236 5.0071 0.0 0.0 0.0 0.001
C -1.1626 -3.3359 5.7649 0.0 0.0 0.0 0.006
C -1.2245 -2.0576 5.2308 0.0 0.0 -0.1 0.000
C -1.7357 -1.8734 3.9551 0.0 0.0 -0.1 0.009
S -2.0023 -0.3065 3.2151 0.0 0.1 0.0 0.017
N -1.4883 -0.6490 1.6164 0.0 0.0 -0.1 0.105
C -1.9811 -1.7679 1.0923 0.1 0.1 0.1 0.152
C -1.8222 -1.9416 -0.2993 0.0 -0.1 0.0 0.132
C -2.2963 -3.0570 -1.0262 0.0 -0.1 -0.1 0.040
C -2.1826 -3.0912 -2.3860 0.0 0.0 0.1 0.068
C -1.5741 -1.9946 -3.0340 0.0 0.1 -0.1 0.092
C -1.0897 -0.9652 -2.2741 0.1 0.1 -0.2 0.023
N -1.1778 -0.8948 -0.9345 0.1 0.1 0.5 0.151
H -2.9102 -3.5425 1.3979 0.0 0.0 0.0 0.001
H -2.3371 -5.1020 3.1139 0.0 0.0 0.0 0.000
H -1.5193 -5.4220 5.4202 0.0 0.0 0.0 0.000
H -0.7837 -3.4846 6.7669 0.0 0.0 0.0 0.000
H -0.8890 -1.1995 5.7979 0.0 0.0 0.0 0.000
H -2.7591 -3.8879 -0.5101 0.0 0.0 0.0 0.001
H -2.5472 -3.9374 -2.9519 0.0 0.0 0.0 0.003
H -1.4552 -1.9675 -4.1077 0.0 0.0 0.0 0.005
H -0.5780 -0.1405 -2.7553 0.0 0.0 0.0 0.000
F 0.9166 0.1742 2.8174 0.0 0.1 0.1 0.002
C 1.2510 0.4689 1.5233 0.4 -0.4 -0.2 0.001
F 1.9465 1.6664 1.6414 0.0 0.0 0.1 0.011
F 2.2530 -0.4460 1.2687 -0.2 0.1 0.0 -0.010
C 3.9124 -1.1708 -2.2433 -0.1 0.0 0.0 0.000
C 2.7591 -0.1889 -2.3691 0.1 0.0 -0.1 0.000
C 2.1532 -0.2806 -3.7659 0.0 0.0 0.0 0.000
O 1.7319 -0.5714 -1.4403 -0.1 -0.1 0.0 -0.002
B 1.2055 0.5541 -0.8480 0.1 -0.1 0.1 0.003
O 1.8966 1.6870 -1.2601 0.0 0.2 0.1 0.005
C 3.1019 1.2767 -1.9388 0.1 0.0 0.0 0.001
C 3.3599 2.2367 -3.0877 0.0 0.0 0.0 0.000
C 4.2437 1.3639 -0.9319 -0.1 0.0 0.0 0.000
H 3.5794 -2.1572 -2.5667 0.0 0.0 0.0 0.000
H 4.2489 -1.2441 -1.2117 0.0 0.0 0.0 0.000
H 4.7514 -0.8677 -2.8730 0.0 0.0 0.0 0.000
H 1.7469 -1.2836 -3.9007 0.0 0.0 0.0 0.000
H 2.9030 -0.0989 -4.5371 0.0 0.0 0.0 0.000
H 1.3422 0.4384 -3.8957 0.0 0.0 0.0 0.000
H 2.4893 2.3302 -3.7344 0.0 0.0 0.0 0.000
H 4.2094 1.9002 -3.6851 0.0 0.0 0.0 0.000
H 3.5962 3.2223 -2.6861 0.0 0.0 0.0 0.000
H 4.0717 0.7063 -0.0823 0.0 0.0 0.0 0.000
H 4.2983 2.3879 -0.5613 0.0 0.0 0.0 0.000
H 5.1975 1.1119 -1.3974 0.0 0.0 0.0 0.000
```
Forces are in eV/Å.

Values from the calculation:
E: -214597.0784 eV
Multiplicity: 2
<S²>: 1.1949

[3]
Entry from the Open Molecules 2025 dataset: a cluster of 7 separate species, C23H31Cl8N3 in total in a non-equilibrium geometry (wB97M-V/def2-TZVPD).

```
65
Properties=species:S:1:pos:R:3:forces:R:3:lowdin_charge:R:1
C 2.0593 1.6255 -5.1286 -0.3 0.0 1.7 -0.054
C 2.8036 1.4800 -3.9392 0.3 -0.7 -0.9 -0.073
C 2.2177 0.9098 -2.8279 -3.6 -0.5 -0.4 -0.131
N 0.8589 0.5664 -2.8213 0.9 0.8 -0.8 0.056
C 0.1180 0.8012 -3.9456 1.9 -0.6 1.9 -0.147
C 0.7054 1.3000 -5.0744 0.6 0.7 -1.6 -0.092
H 2.4903 2.0413 -6.0274 0.1 -0.1 0.0 0.104
H 3.8756 1.6117 -3.9375 0.1 0.4 0.0 0.092
H 2.7013 0.6884 -1.8879 0.3 0.1 -0.2 0.057
H -0.9226 0.5123 -3.9307 0.0 0.0 0.1 0.082
H 0.1378 1.4650 -5.9783 -0.3 -0.1 0.0 0.100
C -2.5624 0.6398 5.3836 -1.1 -0.6 -1.3 -0.075
C -1.2395 0.1921 5.4400 -1.5 1.3 0.3 -0.092
C -0.8682 -0.8024 4.5907 -0.7 -0.7 -0.5 -0.167
N -1.7303 -1.3924 3.7242 0.6 0.2 0.3 0.060
C -3.0089 -1.0064 3.6618 0.2 0.7 1.9 -0.141
C -3.5196 0.0382 4.4943 2.4 -0.3 0.8 -0.035
H -2.8468 1.4710 6.0117 -0.2 0.0 0.1 0.096
H -0.5853 0.6936 6.1378 0.3 -0.3 0.0 0.107
H 0.1439 -1.1606 4.7083 0.1 -0.4 -0.7 0.105
H -3.6466 -1.6713 3.0982 -0.2 0.3 -0.5 0.092
H -4.5573 0.3253 4.5793 0.0 0.0 -0.4 0.090
C -0.7735 4.6838 1.7155 -0.3 -0.1 0.0 -0.084
C -1.4822 3.5426 2.0787 0.3 -0.2 0.0 -0.101
C -0.7739 2.4057 2.4493 1.4 1.0 0.8 -0.165
N 0.5791 2.3448 2.4041 -0.6 0.8 0.0 0.066
C 1.2312 3.4482 1.9886 -0.5 -0.4 -0.9 -0.141
C 0.6075 4.6441 1.6042 -0.2 -0.8 0.6 -0.068
H -1.3034 5.6167 1.5919 -0.1 0.1 -0.4 0.102
H -2.5611 3.4942 2.0813 -0.1 0.3 0.2 0.086
H -1.2413 1.6637 3.0798 -0.3 -0.7 -0.7 0.077
H 2.2989 3.3406 1.8668 0.2 0.0 0.2 0.098
H 1.1604 5.5093 1.2692 0.2 0.0 0.1 0.098
Cl -4.9720 1.7183 -2.4514 1.0 -0.1 0.1 0.476
C -3.2255 1.1236 -2.5407 -1.0 -0.3 -0.1 -0.625
C -2.2967 1.6385 -1.4554 -0.9 -0.2 -0.1 -0.596
Cl -2.9881 1.2201 0.1510 0.1 -0.1 -0.1 0.559
H -2.9273 1.3673 -3.5604 0.3 0.2 0.3 0.053
H -3.3163 0.0408 -2.4540 0.0 0.1 0.0 0.052
H -2.1883 2.7224 -1.4948 0.3 -0.2 0.1 0.079
H -1.3702 1.0688 -1.5266 0.2 0.4 -0.1 0.039
Cl -2.8785 -2.4756 -0.1473 -0.2 1.6 0.2 0.586
C -2.7078 -4.1304 -0.6135 0.5 -1.0 -0.4 -0.681
C -1.4575 -4.7431 0.0649 -1.0 -0.3 -0.8 -0.651
Cl -1.5449 -4.6545 1.8415 0.2 0.0 -0.3 0.539
H -2.5730 -4.1711 -1.6944 0.3 0.1 0.0 0.070
H -3.6973 -4.5664 -0.4760 0.4 -0.6 0.6 0.067
H -0.5708 -4.2596 -0.3453 0.0 0.4 0.5 0.030
H -1.3465 -5.7829 -0.2426 -0.3 -0.1 0.3 0.068
Cl 5.2694 -0.3573 -1.7064 -0.4 -0.9 -0.3 0.518
C 4.8051 -2.1210 -1.9207 0.9 -0.6 0.2 -0.594
C 5.8432 -2.8213 -2.8724 0.2 1.2 1.0 -0.657
Cl 5.6211 -2.1735 -4.4935 -0.2 -0.1 -0.8 0.538
H 3.7710 -2.2490 -2.2405 0.2 0.5 -0.4 0.019
H 4.8039 -2.4876 -0.8942 0.4 -0.3 -0.1 0.056
H 5.9370 -3.9065 -2.9143 -1.0 0.0 0.2 0.070
H 6.8565 -2.5111 -2.6173 -0.1 0.2 0.4 0.049
Cl 1.4570 -2.1725 -0.7239 -0.1 -0.6 0.1 0.559
C 0.5670 -1.0003 0.2880 1.3 0.6 0.9 -0.614
C 0.8755 -1.1000 1.8320 -0.3 0.5 -1.3 -0.594
Cl 2.6445 -0.8573 2.3101 -1.3 -0.3 -0.6 0.474
H -0.4922 -1.0590 0.0375 0.0 -0.3 0.5 0.014
H 0.9341 -0.0589 -0.1208 -0.1 0.2 0.4 0.033
H 0.4755 -2.0106 2.2781 0.4 0.0 -0.1 0.044
H 0.3264 -0.2525 2.2424 0.3 0.0 0.2 0.014
```
Forces are in eV/Å.

Values from the calculation:
Energy above the lowest of the compared OMol25 structures with the same formula, charge and spin: 1.4115 eV
Multiplicity: 1
SMILES: c1ccncc1.c1ccncc1.c1ccncc1.ClCCCl.ClCCCl.ClCCCl.ClCCCl